1.
{
  "formula": "C42H62N6O3SbSi3Ti",
  "method": "wB97M-V/def2-TZVPD",
  "homo_lumo_gap_ha": [0.2205, 0.2249],
  "spin_multiplicity": 2,
  "lumo_ha": [-0.189, -0.189],
  "total_charge": 2,
  "homo_energy_ev": [-11.138, -11.265],
  "s_squared": 0.775,
  "symbols": ["Ti", "C", "N", "C", "C", "O", "C", "O", "C", "C", "O", "N", "C", "C", "H", "H", "H", "H", "H", "H", "H", "H", "H", "H", "H", "H", "H", "H", "H", "H", "C", "Sb", "C", "C", "C", "C", "C", "C", "N", "Si", "C", "C", "C", "C", "C", "C", "C", "C", "C", "N", "Si", "C", "C", "C", "Si", "C", "C", "C", "H", "H", "H", "H", "H", "H", "H", "H", "H", "H", "H", "H", "H", "H", "H", "H", "H", "H", "H", "H", "H", "H", "H", "H", "H", "H", "H", "H", "H", "H", "H", "H", "H", "H", "H", "H", "H", "H", "C", "C", "N", "C", "C", "C", "C", "C", "C", "C", "C", "C", "N", "C", "H", "H", "H", "H", "H", "H", "H", "H"],
  "positions_angstrom": [[0.27729, 0.30179, 0.79445], [0.82860, 5.22087, 0.58524], [1.55365, 4.37429, -0.36237], [2.59396, 5.00022, -1.18462], [1.30121, 3.06914, -0.40994], [0.42323, 2.51875, 0.26313], [2.17149, 2.21517, -1.32023], [1.69341, 0.87156, -1.35677], [0.81507, 0.60412, -2.45389], [-0.58485, 1.04399, -2.06653], [-0.96185, 0.72893, -0.92328], [-1.31857, 1.76314, -2.89532], [-0.91805, 2.04139, -4.28074], [-2.60717, 2.30311, -2.46220], [1.53311, 5.88775, 1.07815], [0.07387, 5.81644, 0.06972], [0.35010, 4.58968, 1.32582], [2.52633, 6.07654, -1.06022], [3.59139, 4.67997, -0.87929], [2.45533, 4.78353, -2.24317], [2.23309, 2.62515, -2.32866], [3.17487, 2.17838, -0.90375], [1.19785, 1.07057, -3.35794], [0.80604, -0.47767, -2.59764], [-0.15554, 2.81905, -4.33167], [-0.55963, 1.14135, -4.77518], [-1.79308, 2.39153, -4.82033], [-2.75786, 2.07591, -1.41348], [-2.60909, 3.38280, -2.60638], [-3.41308, 1.86439, -3.04927], [2.46793, 0.33876, 5.12904], [0.52764, 0.48762, 4.24315], [1.19047, 1.01275, 2.33148], [2.37661, 1.88827, 2.35185], [3.50103, 1.57577, 1.57118], [4.62859, 2.37960, 1.61587], [4.62068, 3.51229, 2.41323], [3.48426, 3.75293, 3.16762], [2.40102, 2.97269, 3.15933], [-1.28768, 2.63284, 3.93413], [-2.56807, 2.10433, 5.13842], [-2.03493, 2.91980, 2.28345], [-0.25720, 3.99553, 4.57481], [0.27710, -1.76209, 3.61503], [1.30185, -2.00417, 2.55288], [2.45181, -2.77785, 2.77580], [3.36731, -3.03017, 1.77961], [3.14039, -2.50552, 0.51158], [2.03037, -1.72657, 0.34440], [1.14985, -1.43376, 1.33272], [-1.52653, -1.79724, 2.98138], [-2.71094, -1.35541, 4.35487], [-2.07701, -3.39630, 2.22439], [-1.86576, -0.51330, 1.59809], [0.44668, -2.74828, 5.27496], [2.14094, -3.03161, 6.02021], [-0.28496, -4.43932, 5.01112], [-0.48146, -1.86663, 6.64793], [2.97163, 1.29326, 5.00547], [2.98047, -0.44032, 4.56788], [2.40713, 0.08909, 6.18606], [3.49535, 0.66031, 0.99202], [5.51332, 2.11533, 1.04813], [5.47994, 4.16532, 2.47869], [3.44270, 4.61335, 3.82984], [-3.24400, 1.35233, 4.73358], [-3.16170, 2.99276, 5.39232], [-2.12819, 1.72048, 6.06016], [-3.00479, 2.42204, 2.22178], [-1.41595, 2.60460, 1.44898], [-2.19226, 4.00068, 2.19430], [0.10264, 3.76106, 5.57963], [-0.88109, 4.89582, 4.62873], [0.61257, 4.18070, 3.94655], [2.60881, -3.19873, 3.75382], [4.23508, -3.64663, 1.97817], [3.80335, -2.70235, -0.31977], [1.80939, -1.31466, -0.63149], [-2.96322, -2.24724, 4.93745], [-3.64596, -0.99154, 3.91645], [-2.33923, -0.60434, 5.05045], [-1.59851, -4.27591, 2.65778], [-1.88356, -3.40035, 1.14937], [-3.15581, -3.50037, 2.38632], [-1.38441, 0.47601, 1.76597], [-2.93284, -0.29964, 1.54536], [-1.59400, -0.96639, 0.62657], [2.75459, -3.77387, 5.50674], [1.94296, -3.43617, 7.01740], [2.74152, -2.13051, 6.14833], [0.13465, -4.93500, 4.13016], [-1.37185, -4.40989, 4.89916], [-0.06383, -5.06954, 5.87840], [-0.36004, -0.77850, 6.64386], [-0.08811, -2.22406, 7.60360], [-1.55055, -2.07861, 6.64056], [-2.97851, -1.14651, -3.65841], [-2.84397, -1.25115, -2.26607], [-1.92032, -1.97317, -1.66948], [-1.08586, -2.70431, -2.44368], [-1.11911, -2.64534, -3.84804], [-2.09414, -1.82951, -4.44841], [-0.20162, -3.42872, -4.63636], [0.68380, -4.24892, -4.04376], [0.71457, -4.38300, -2.60965], [1.57097, -5.29854, -1.96851], [1.49756, -5.44842, -0.61125], [0.58013, -4.65660, 0.09627], [-0.19805, -3.75978, -0.46640], [-0.15030, -3.62552, -1.80601], [-3.77514, -0.55300, -4.08965], [-3.52037, -0.70888, -1.61093], [-2.15318, -1.77922, -5.53024], [-0.26177, -3.35978, -5.71657], [1.36255, -4.85402, -4.63475], [2.25548, -5.89348, -2.56270], [2.11980, -6.16291, -0.08765], [0.48763, -4.76059, 1.17448]],
  "lowdin_charge": [0.832, 0.005, -0.099, -0.007, -0.395, -0.053, -0.067, -0.153, -0.057, -0.404, -0.079, -0.091, -0.002, 0.007, 0.101, 0.105, 0.070, 0.100, 0.101, 0.093, 0.134, 0.131, 0.127, 0.141, 0.100, 0.096, 0.102, 0.091, 0.106, 0.095, -0.240, 1.481, -0.450, -0.430, -0.054, -0.062, -0.064, -0.134, 0.069, 0.531, -0.219, -0.172, -0.201, -0.451, -0.357, -0.013, -0.019, -0.042, -0.140, -0.037, 0.457, -0.179, -0.147, -0.182, 0.450, -0.171, -0.165, -0.178, 0.008, 0.020, 0.015, 0.105, 0.116, 0.108, 0.114, 0.023, 0.059, 0.041, 0.050, -0.003, 0.061, 0.051, 0.058, 0.002, 0.066, 0.125, 0.123, 0.103, 0.045, 0.050, -0.009, 0.020, 0.011, 0.055, -0.025, 0.078, 0.019, 0.036, 0.051, 0.022, 0.037, 0.032, 0.051, 0.000, 0.048, 0.028, -0.052, -0.139, 0.132, -0.156, -0.153, -0.010, -0.018, -0.012, -0.142, 0.000, -0.036, -0.133, 0.122, -0.158, 0.111, 0.116, 0.125, 0.121, 0.123, 0.126, 0.115, 0.106]
}

2.
{
  "formula": "C42H64MnNP2SSi",
  "method": "wB97M-V/def2-TZVPD",
  "homo_lumo_gap_ha": [0.2150, 0.2639],
  "spin_multiplicity": 3,
  "lumo_ha": [-0.011, 0.000],
  "total_charge": 0,
  "homo_energy_ev": [-6.138, -7.188],
  "s_squared": 2.408,
  "symbols": ["Mn", "C", "Si", "C", "C", "C", "C", "C", "C", "P", "C", "C", "C", "C", "C", "C", "C", "C", "C", "C", "C", "C", "C", "C", "C", "C", "C", "C", "P", "C", "C", "C", "C", "C", "C", "C", "C", "C", "C", "C", "C", "H", "H", "H", "H", "H", "H", "H", "H", "H", "H", "H", "H", "H", "H", "H", "H", "H", "H", "H", "H", "H", "H", "H", "H", "H", "H", "H", "H", "H", "H", "H", "H", "H", "H", "H", "H", "H", "H", "H", "H", "H", "H", "H", "H", "H", "H", "H", "H", "H", "H", "H", "H", "H", "H", "H", "S", "C", "C", "C", "C", "C", "N", "H", "H", "H", "H", "H", "H", "H", "H", "H"],
  "positions_angstrom": [[-0.53964, -0.57013, 0.06332], [1.78899, -1.84519, 2.18034], [0.73082, -0.24136, 1.93223], [-0.48007, -0.30885, 3.51220], [-0.04879, -0.00382, 4.79587], [-0.90724, -0.18238, 5.90878], [-2.18191, -0.73523, 5.67364], [-2.54327, -1.22096, 4.40415], [-1.79074, -0.78535, 3.33356], [-2.13936, -1.24771, 1.59178], [-2.53561, -3.04556, 1.56493], [-1.36324, -3.95593, 2.02636], [-1.82926, -5.43407, 2.02710], [-3.14278, -5.75380, 2.70709], [-3.82918, -4.53452, 3.30556], [-3.87653, -3.40507, 2.19969], [-3.57857, 0.00060, 1.37957], [-4.44660, -0.39081, 0.17075], [-5.30844, 0.73689, -0.36651], [-5.67091, 1.73863, 0.75994], [-5.77950, 0.97751, 2.11624], [-4.50019, 0.29932, 2.56542], [1.88403, 1.27953, 1.84433], [2.52853, 1.85871, 2.97320], [3.26395, 3.06271, 2.92979], [3.42195, 3.73127, 1.75193], [2.55638, 3.44242, 0.71625], [1.87939, 2.22000, 0.67543], [1.91741, 1.58279, -2.12267], [3.85284, 1.47495, -1.87936], [4.66579, 2.82196, -1.77334], [6.16255, 2.57444, -1.93076], [6.66474, 1.26929, -1.35757], [5.79218, 0.70298, -0.22244], [4.35963, 0.59030, -0.70047], [1.72602, 3.00853, -3.49026], [2.41614, 2.92528, -4.87974], [1.49883, 2.79996, -6.10522], [0.03862, 3.11041, -5.91140], [-0.23746, 4.20730, -4.87627], [0.23163, 3.47338, -3.52398], [2.47741, -1.95694, 1.35633], [1.11667, -2.75390, 2.16263], [2.22988, -1.81899, 3.23292], [0.97694, 0.31371, 5.00153], [-0.53685, -0.06311, 6.97432], [-2.83422, -0.97975, 6.51165], [-3.57383, -1.60989, 4.34988], [-2.64052, -3.24546, 0.44907], [-0.99564, -3.62116, 3.04128], [-0.50496, -3.85717, 1.27695], [-1.05817, -6.03480, 2.51134], [-1.79492, -5.66268, 0.94154], [-2.96872, -6.58166, 3.44205], [-3.84642, -6.15239, 1.94790], [-3.33027, -4.15123, 4.20461], [-4.88491, -4.71502, 3.62811], [-4.36312, -2.47860, 2.56392], [-4.58252, -3.63011, 1.35674], [-3.07041, 0.93880, 1.12870], [-5.11952, -1.18797, 0.50673], [-3.90230, -0.78935, -0.69228], [-6.19489, 0.26716, -0.83521], [-4.87815, 1.33136, -1.18651], [-6.70900, 2.10925, 0.55417], [-4.94776, 2.61137, 0.95156], [-6.57614, 0.23028, 2.03404], [-6.08767, 1.75257, 2.79051], [-4.95125, -0.56345, 3.11782], [-4.03797, 1.05542, 3.27306], [2.33065, 1.43137, 3.98131], [3.87225, 3.28871, 3.80155], [4.14589, 4.56669, 1.65871], [2.54849, 4.08721, -0.21273], [4.11313, 1.05505, -2.87203], [4.57111, 3.18085, -0.74367], [4.25669, 3.63111, -2.39827], [6.71702, 3.45339, -1.47461], [6.44612, 2.68047, -2.99498], [7.74559, 1.30059, -1.01712], [6.64386, 0.48164, -2.18245], [5.91410, 1.42835, 0.60872], [6.09904, -0.31974, 0.06931], [3.71204, 0.82010, 0.13930], [4.05564, -0.46802, -0.96789], [2.16070, 3.86571, -2.83994], [3.01937, 1.96283, -4.76876], [3.14656, 3.69772, -5.09861], [1.61758, 1.82503, -6.52941], [1.92102, 3.42827, -6.86354], [-0.47990, 2.17822, -5.58414], [-0.31859, 3.46111, -6.89229], [-1.24574, 4.40366, -4.77345], [0.35151, 5.15052, -5.17692], [-0.39821, 2.61355, -3.55525], [-0.02059, 4.14449, -2.68272], [-0.73524, 1.75684, -0.50153], [0.98355, 1.97591, -0.51903], [-0.39091, -3.65130, -1.58501], [0.32995, -2.39955, -1.98151], [1.80586, -2.55447, -2.45469], [-0.59243, -1.70893, -3.09587], [0.51546, -1.39635, -0.88864], [-0.07210, -4.64585, -2.11376], [-1.41483, -3.53905, -1.89668], [-0.42735, -3.84362, -0.49382], [1.93052, -3.42127, -3.13693], [2.37602, -2.78951, -1.59236], [2.15920, -1.59945, -2.94813], [-0.79309, -2.35822, -3.98803], [-0.12510, -0.77424, -3.38170], [-1.53675, -1.38451, -2.61727]],
  "lowdin_charge": [0.082, -0.199, 0.651, -0.253, -0.098, -0.066, -0.079, -0.105, -0.367, 1.035, -0.431, -0.209, -0.196, -0.214, -0.180, -0.198, -0.389, -0.228, -0.204, -0.186, -0.226, -0.219, -0.194, -0.093, -0.103, -0.109, -0.087, -0.320, 1.065, -0.402, -0.213, -0.228, -0.225, -0.199, -0.219, -0.416, -0.186, -0.218, -0.233, -0.163, -0.230, -0.001, 0.008, 0.047, 0.083, 0.121, 0.100, 0.097, 0.116, 0.126, 0.084, 0.108, 0.116, 0.119, 0.115, 0.101, 0.118, 0.067, 0.123, 0.083, 0.108, 0.102, 0.114, 0.109, 0.112, 0.136, 0.112, 0.097, 0.103, 0.139, 0.085, 0.100, 0.120, 0.131, 0.085, 0.077, 0.096, 0.121, 0.106, 0.119, 0.124, 0.117, 0.115, 0.068, 0.119, 0.093, 0.104, 0.100, 0.096, 0.095, 0.119, 0.108, 0.068, 0.138, 0.057, 0.102, 0.563, -0.829, -0.067, -0.639, -0.059, -0.049, -0.029, 0.124, 0.055, 0.045, 0.082, 0.049, 0.078, 0.096, 0.042, 0.064]
}